Record 1
The following is a DFT calculation (ωB97M-V/def2-TZVPD) of 2 unconnected molecules or ions with the total composition C24H36NO2Si2 in a non-equilibrium geometry.

```
65
C24H36NO2Si2 | the OMol25 dataset | ωB97M-V/def2-TZVPD
C -3.684 1.034 3.551
Si -2.559 1.825 2.296
C -3.521 2.887 1.104
C -1.132 2.711 3.115
O -1.977 0.692 1.149
N -0.938 -0.176 1.434
O -0.846 -0.278 2.886
Si -1.295 -1.881 3.351
C -1.963 -1.704 5.075
C -2.598 -2.434 2.129
C 0.228 -2.947 3.295
C 0.281 0.361 0.941
C 0.086 1.473 -0.015
C 1.466 -0.242 1.240
H -4.572 1.678 3.657
H -4.029 0.036 3.250
H -3.211 0.971 4.539
H -4.081 3.673 1.631
H -2.854 3.370 0.378
H -4.233 2.269 0.542
H -1.571 3.478 3.776
H -0.523 2.036 3.735
H -0.473 3.230 2.407
H -2.314 -2.684 5.432
H -1.168 -1.362 5.753
H -2.803 -1.002 5.139
H -2.738 -3.520 2.241
H -3.573 -1.950 2.275
H -2.255 -2.227 1.105
H -0.075 -3.964 3.592
H 0.675 -3.005 2.295
H 0.993 -2.605 4.006
H 1.043 1.762 -0.456
H -0.585 1.161 -0.827
H -0.336 2.355 0.491
H 2.378 0.214 0.871
H 1.471 -0.989 2.030
C 2.099 -0.703 -1.515
C 1.238 -1.851 -1.462
C 1.401 -2.817 -0.436
C 0.488 -3.853 -0.276
C -0.591 -3.982 -1.159
C -0.712 -3.103 -2.242
C 0.208 -2.073 -2.422
C 2.036 0.229 -2.557
C 3.059 1.107 -2.912
C 3.124 1.813 -4.158
C 4.134 2.796 -4.373
C 4.245 3.467 -5.587
C 3.358 3.180 -6.640
C 2.358 2.213 -6.455
C 2.237 1.539 -5.241
H 2.956 -0.679 -0.841
H 2.265 -2.730 0.227
H 0.616 -4.565 0.542
H -1.329 -4.772 -1.009
H -1.521 -3.227 -2.964
H 0.166 -1.447 -3.316
H 1.110 0.285 -3.140
H 3.888 1.244 -2.214
H 4.827 3.012 -3.556
H 5.027 4.221 -5.722
H 3.461 3.695 -7.596
H 1.672 1.987 -7.273
H 1.469 0.774 -5.119
```

Results
- LUMO level (eV) = -5.54
- HOMO energy (eV) = -10.668
- net charge = +1
- E (eV) = -46805.4613
- relative energy (zero: lowest compared OMol25 entry of this formula, charge and spin) (kcal per mole) = 13.6
- gap between HOMO and LUMO (eV) = 5.125

---

Record 2
The following is a DFT calculation (ωB97M-V/def2-TZVPD) of 2 unconnected molecules or ions with the total composition C32H30BF7O2S in a non-equilibrium geometry.

```
73
C32H30BF7O2S | the OMol25 dataset | ωB97M-V/def2-TZVPD
C -5.860 -2.161 3.947
C -5.593 -1.689 2.519
C -6.863 -1.081 1.965
O -4.608 -0.627 2.586
B -3.441 -1.216 2.203
C -2.139 -0.052 1.677
C -1.213 -0.911 0.879
C 0.052 -1.297 1.344
C 0.873 -2.124 0.582
C 0.469 -2.539 -0.683
C -0.788 -2.160 -1.163
C -1.628 -1.372 -0.383
C -1.693 0.290 3.074
C -1.492 1.597 3.517
C -0.935 1.854 4.771
C -0.626 0.809 5.642
C -0.889 -0.487 5.211
F -0.581 -1.538 6.038
C -1.459 -0.768 3.972
O -3.464 -2.526 1.842
C -4.879 -2.799 1.630
C -5.112 -4.240 2.017
C -5.156 -2.649 0.135
H -6.671 -2.899 3.961
H -4.969 -2.604 4.412
H -6.177 -1.306 4.558
H -7.658 -1.834 1.930
H -7.195 -0.271 2.625
H -6.720 -0.669 0.961
H -2.608 0.770 1.130
H 0.404 -0.940 2.314
H 1.836 -2.433 0.990
H 1.135 -3.148 -1.296
H -1.118 -2.486 -2.152
H -2.613 -1.071 -0.748
H -1.778 2.420 2.852
H -0.742 2.886 5.066
H -0.194 0.983 6.626
H -1.645 -1.806 3.689
H -6.158 -4.512 1.832
H -4.483 -4.891 1.398
H -4.877 -4.426 3.069
H -6.166 -3.006 -0.101
H -5.058 -1.609 -0.208
H -4.437 -3.263 -0.425
C -4.091 4.008 0.161
C -2.841 3.274 -0.134
C -2.627 2.362 -1.156
C -1.325 1.795 -1.125
C -0.573 2.214 -0.034
C 0.772 1.794 0.286
C 1.328 2.053 1.552
C 2.516 1.441 1.923
C 2.982 1.516 3.349
F 4.340 1.571 3.461
F 2.467 2.592 4.018
F 2.570 0.391 4.039
C 3.255 0.684 1.016
C 2.741 0.490 -0.261
C 3.511 -0.378 -1.223
F 2.792 -0.660 -2.353
F 4.686 0.192 -1.622
F 3.830 -1.589 -0.651
C 1.526 1.038 -0.638
S -1.394 3.526 0.778
H -4.836 3.778 -0.607
H -4.492 3.716 1.141
H -3.909 5.089 0.173
H -3.392 2.113 -1.890
H -0.947 1.084 -1.851
H 0.811 2.701 2.255
H 4.202 0.247 1.309
H 1.142 0.860 -1.638
```

Results
- SMILES = CC1(C)OB([C@H](c2ccccc2)c2cccc(F)c2)OC1(C)C.Cc1ccc(-c2cc(C(F)(F)F)cc(C(F)(F)F)c2)s1
- LUMO level (eV) = -0.13
- HOMO energy (eV) = -8.157
- E (eV) = -68303.8783
- relative energy (zero: lowest compared OMol25 entry of this formula, charge and spin) (kcal per mole) = 0.0
- gap between HOMO and LUMO (eV) = 8.023

---

Record 3
The following is a DFT calculation (ωB97M-V/def2-TZVPD) of 12 unconnected molecules or ions with the total composition C37H84N12O11 in a non-equilibrium geometry.

```
144
C37H84N12O11 | the OMol25 dataset | ωB97M-V/def2-TZVPD
C 6.331 1.044 -4.016
C 4.918 1.310 -4.373
N 4.000 0.566 -3.480
C 3.861 0.928 -2.179
C 2.768 0.274 -1.742
N 2.264 -0.501 -2.803
C 3.031 -0.266 -3.859
C 0.951 -1.184 -2.704
H 6.952 1.627 -4.663
H 6.543 0.005 -4.212
H 6.556 1.288 -2.951
H 4.685 0.974 -5.373
H 4.669 2.384 -4.193
H 4.535 1.595 -1.668
H 2.178 0.269 -0.780
H 3.062 -0.682 -4.878
H 0.238 -0.786 -3.464
H 0.656 -0.934 -1.669
H 1.000 -2.255 -2.841
C -0.427 -0.448 0.658
O 0.878 -0.543 0.345
H -0.693 -0.527 1.768
H -0.983 0.464 0.290
H -1.079 -1.268 0.264
C 4.486 -2.554 -1.808
O 5.072 -1.966 -2.730
N 4.662 -2.403 -0.500
C 3.837 -2.923 0.532
C 5.661 -1.482 -0.086
H 3.799 -3.394 -2.039
H 3.315 -3.775 0.017
H 3.143 -2.187 0.892
H 4.433 -3.381 1.322
H 6.600 -1.881 -0.425
H 5.407 -0.456 -0.331
H 5.799 -1.560 0.977
C -2.535 3.069 1.520
O -2.354 3.822 0.552
N -3.131 1.892 1.483
C -3.380 1.138 2.711
C -3.923 1.462 0.308
H -2.093 3.304 2.506
H -2.787 1.665 3.464
H -3.015 0.095 2.646
H -4.429 1.146 2.968
H -4.940 1.941 0.291
H -3.436 1.729 -0.627
H -4.090 0.392 0.278
C 0.440 2.404 -1.880
O 0.202 2.497 -3.076
N 0.856 3.374 -1.076
C 1.332 3.119 0.291
C 0.913 4.696 -1.598
H 0.289 1.454 -1.362
H 2.385 3.304 0.405
H 1.171 1.970 0.409
H 0.732 3.694 1.045
H 0.017 5.265 -1.272
H 1.812 5.108 -1.109
H 1.015 4.758 -2.680
C -0.224 -4.174 1.669
O -0.632 -4.730 2.646
N -0.517 -4.364 0.332
C 0.103 -3.448 -0.651
C -1.593 -5.250 0.010
H 0.517 -3.331 1.671
H 0.986 -3.994 -1.067
H 0.506 -2.471 -0.274
H -0.624 -3.342 -1.473
H -2.117 -5.595 0.930
H -2.360 -4.774 -0.670
H -1.194 -6.132 -0.486
C 2.138 -0.502 3.293
O 2.910 -1.347 3.652
N 1.878 0.711 3.857
C 0.707 1.458 3.525
C 2.605 1.330 4.954
H 1.565 -0.666 2.432
H 0.942 2.430 3.145
H 0.109 1.579 4.435
H 0.209 0.946 2.732
H 2.625 2.450 4.853
H 2.136 1.108 5.914
H 3.599 0.885 4.960
C 4.747 1.197 1.354
O 4.511 1.863 0.396
N 5.932 1.046 1.973
C 5.984 0.197 3.189
C 7.143 1.687 1.619
H 3.880 0.693 1.793
H 6.214 0.839 4.070
H 6.725 -0.595 3.182
H 4.922 -0.204 3.276
H 7.971 1.003 1.689
H 7.100 2.085 0.627
H 7.451 2.512 2.357
C -1.322 -0.954 5.312
O -1.087 0.060 5.960
N -2.477 -1.600 5.187
C -2.631 -2.781 4.298
C -3.625 -1.345 5.986
H -0.582 -1.431 4.607
H -2.392 -3.772 4.708
H -1.908 -2.639 3.494
H -3.665 -2.888 3.985
H -4.538 -1.378 5.378
H -3.740 -2.175 6.671
H -3.493 -0.433 6.565
C -6.137 -1.057 2.011
O -5.553 -0.969 3.080
N -5.582 -1.570 0.884
C -6.363 -1.714 -0.333
C -4.405 -2.424 0.972
H -7.192 -0.679 1.842
H -7.114 -0.894 -0.187
H -6.793 -2.687 -0.420
H -5.756 -1.492 -1.247
H -4.756 -3.418 1.168
H -3.842 -2.296 0.042
H -3.799 -2.203 1.827
C -4.810 2.685 -3.136
O -4.514 1.591 -3.614
N -4.007 3.601 -2.631
C -4.501 4.819 -2.125
C -2.581 3.483 -2.592
H -5.870 2.951 -3.125
H -5.537 4.841 -2.366
H -3.941 5.632 -2.536
H -4.267 4.801 -1.014
H -2.086 4.061 -3.403
H -2.226 3.882 -1.617
H -2.284 2.469 -2.856
C -1.834 -1.309 -5.919
O -0.785 -1.762 -5.509
N -2.810 -0.849 -5.138
C -4.208 -0.653 -5.641
C -2.613 -1.091 -3.677
H -2.056 -1.183 -7.015
H -4.894 -1.449 -5.421
H -4.179 -0.572 -6.753
H -4.547 0.242 -5.224
H -1.975 -1.910 -3.479
H -2.181 -0.181 -3.182
H -3.553 -1.130 -3.222
```

Results
- LUMO level (eV) = 0.53
- HOMO energy (eV) = -7.523
- E (eV) = -80132.3526
- gap between HOMO and LUMO (eV) = 8.057